(1)
6
Properties=species:S:1:pos:R:3:nbo_charge:R:1 method="wB97M-V/def2-TZVPD" gap_ev="7.49 / 7.48" multiplicity=1 lumo_energy_ev="-2.399 / -2.391"
C -2.40081 -1.25837 0.09113 0.065
C -2.02664 -0.01034 0.55943 -0.046
N -2.44673 -2.38618 -0.19997 -0.177
Cl -2.73699 1.36928 -0.03833 0.161
H 1.57161 -0.03529 0.08778 0.009
H 0.71790 -0.14203 -0.02123 -0.013

(2)
20
Properties=species:S:1:pos:R:3:nbo_charge:R:1 method="wB97M-V/def2-TZVPD" total_charge=+1 smiles="C[NH+](C)C1=CC=CC1" gap_ev=9.76 multiplicity=1 lumo_energy_ev=-3.310
C 1.79068 -0.94889 -0.82810 -0.407
N 1.18623 -0.30615 0.36911 -0.355
C 1.77393 0.99485 0.60403 -0.405
C -0.29857 -0.16634 0.21804 0.081
C -1.24968 -1.06401 0.54490 -0.178
C -2.57882 -0.63407 0.23489 -0.253
C -2.59064 0.58222 -0.29717 -0.119
C -1.07264 0.98067 -0.41897 -0.513
H 1.45776 -0.56086 -1.73635 0.244
H 2.87278 -1.04360 -0.57916 0.238
H 1.30042 -1.94186 -0.80471 0.234
H 1.31651 -0.99169 1.25574 0.459
H 1.53081 1.50697 -0.26084 0.222
H 1.29560 1.43561 1.51267 0.240
H 2.84216 0.95000 0.72055 0.239
H -1.11036 -2.01471 1.05676 0.232
H -3.51084 -1.18797 0.53069 0.253
H -3.32408 1.35849 -0.72933 0.264
H -0.88384 1.14937 -1.58412 0.267
H -0.74741 1.90199 0.19138 0.256

ΔE to the lowest compared entry with this formula, charge and spin (computed, kcal per mole): 98.3; 52.9